(1)
The following is a quantum chemistry calculation of 4 unconnected molecules or ions with the total composition C32H39BrCl6O3S, from the OMol25 dataset.

Positions of all 82 atoms, in Å:
C  3.42  -0.18  0.27
C  3.92  -0.13  -1.32
C  2.81  -1.10  -2.12
C  2.91  -0.98  -3.75
C  3.09  -2.39  -4.56
C  2.25  -3.66  -4.01
C  0.94  -4.10  -4.94
C  -0.32  -3.01  -4.81
O  -1.43  -3.29  -5.72
S  -2.55  -4.42  -5.14
O  -3.00  -5.27  -6.39
O  -1.88  -5.57  -4.08
C  -2.19  -5.03  -2.73
C  -0.93  -4.07  -2.32
C  -0.76  -2.72  -3.24
C  -2.01  -1.64  -3.09
Br  -1.18  0.21  -3.29
C  -2.71  -1.64  -1.60
C  -3.85  -0.42  -1.65
H  4.35  -0.34  1.00
H  2.74  -1.14  0.43
H  2.79  0.77  0.55
H  3.95  0.96  -1.73
H  4.93  -0.72  -1.39
H  1.75  -0.65  -1.82
H  2.98  -2.18  -1.68
H  3.89  -0.34  -3.98
H  2.02  -0.33  -4.20
H  2.71  -2.18  -5.68
H  4.23  -2.67  -4.67
H  1.88  -3.60  -2.90
H  2.98  -4.61  -4.05
H  0.65  -5.18  -4.56
H  1.29  -4.17  -6.06
H  0.16  -1.98  -5.18
H  -3.21  -4.44  -2.71
H  -2.19  -5.96  -2.01
H  0.05  -4.76  -2.39
H  -1.05  -3.83  -1.17
H  0.18  -2.14  -2.78
H  -2.75  -1.78  -3.98
H  -1.87  -1.43  -0.78
H  -3.25  -2.67  -1.44
H  -4.87  -0.83  -1.23
H  -4.06  -0.18  -2.80
H  -3.46  0.54  -1.07
Cl  0.15  -0.86  1.46
C  -0.25  0.40  2.59
C  0.72  1.05  3.35
Cl  2.40  0.69  3.23
C  0.33  2.05  4.25
C  -1.01  2.40  4.39
C  -1.98  1.74  3.62
C  -1.60  0.74  2.72
H  1.08  2.57  4.85
H  -1.31  3.17  5.09
H  -3.03  2.01  3.73
H  -2.36  0.24  2.13
Cl  0.71  2.81  7.04
C  2.36  2.86  7.54
C  3.42  2.99  6.63
Cl  3.17  3.14  4.93
C  4.74  3.01  7.10
C  5.00  2.90  8.47
C  3.95  2.77  9.37
C  2.63  2.75  8.91
H  5.57  3.11  6.41
H  6.03  2.91  8.83
H  4.15  2.69  10.44
H  1.81  2.65  9.62
Cl  -2.11  4.51  1.92
C  -3.28  4.52  0.65
C  -3.80  3.34  0.10
Cl  -3.32  1.77  0.66
C  -4.73  3.41  -0.93
C  -5.16  4.65  -1.42
C  -4.64  5.82  -0.87
C  -3.70  5.76  0.17
H  -5.14  2.50  -1.37
H  -5.88  4.70  -2.22
H  -4.97  6.79  -1.24
H  -3.31  6.68  0.59

* multiplicity: 1
* total energy: -7201.521513 Ha

---

(2)
The following is a quantum chemistry calculation of a single C5H8O molecule, from the OMol25 dataset.

Positions of all 14 atoms, in Å:
O  -1.78  0.27  0.75
C  -0.91  0.15  -0.36
C  0.27  1.14  -0.23
C  1.38  0.30  0.35
C  1.07  -0.99  0.35
C  -0.27  -1.25  -0.28
H  -1.81  1.21  0.99
H  -1.46  0.29  -1.30
H  0.00  1.98  0.43
H  0.55  1.59  -1.19
H  2.32  0.73  0.70
H  1.71  -1.79  0.74
H  -0.16  -1.70  -1.27
H  -0.92  -1.92  0.31

* SMILES string: OC1CC=CC1
* energy above the lowest of the compared OMol25 structures with the same formula, charge and spin: 74.1 kJ/mol
* multiplicity: 1

---

(3)
The following is a quantum chemistry calculation of a single C42H62O16 molecule, from the OMol25 dataset.

Positions of all 120 atoms, in Å:
C  -1.79  -4.59  0.50
H  -1.43  -4.90  -0.49
H  -1.20  -5.11  1.25
H  -2.82  -4.92  0.60
C  -1.68  -3.07  0.67
C  -2.38  -2.71  1.99
H  -1.94  -3.28  2.81
H  -3.43  -2.98  1.92
H  -2.32  -1.66  2.20
C  -2.43  -2.42  -0.52
C  -1.47  -2.15  -1.67
C  -0.40  -1.12  -1.31
H  -0.83  -0.12  -1.41
H  0.39  -1.19  -2.06
C  0.16  -1.28  0.12
C  -0.46  -0.19  1.00
H  -0.39  -0.41  2.06
H  -1.51  -0.10  0.75
H  0.01  0.77  0.82
C  -0.17  -2.70  0.64
C  0.55  -2.97  1.96
H  0.27  -2.23  2.71
C  2.06  -2.96  1.75
H  2.29  -3.77  1.05
H  2.55  -3.20  2.70
C  2.58  -1.62  1.22
C  2.52  -0.58  2.36
H  1.51  -0.21  2.49
H  3.15  0.27  2.15
H  2.83  -1.02  3.30
C  1.72  -1.18  0.02
C  2.20  0.16  -0.50
O  1.48  0.98  -1.05
C  3.62  0.42  -0.36
C  4.52  -0.41  0.20
C  5.96  0.01  0.21
C  6.80  -0.56  1.37
C  6.46  -2.03  1.61
C  4.97  -2.26  1.86
H  4.70  -1.76  2.79
H  4.80  -3.33  1.99
C  4.07  -1.76  0.72
C  4.22  -2.73  -0.47
H  5.27  -2.98  -0.60
H  3.68  -3.66  -0.31
H  3.88  -2.28  -1.41
H  6.78  -2.62  0.75
H  7.02  -2.39  2.47
C  6.52  0.28  2.62
H  6.99  -0.18  3.49
H  6.93  1.28  2.50
H  5.46  0.37  2.80
C  8.30  -0.45  1.01
C  8.59  0.70  0.06
H  8.22  1.63  0.49
H  9.67  0.81  -0.07
C  7.94  0.46  -1.32
C  7.59  1.78  -1.99
O  7.82  2.05  -3.14
O  6.95  2.63  -1.18
H  6.72  3.44  -1.67
C  6.62  -0.32  -1.14
H  6.84  -1.39  -1.20
H  5.94  -0.08  -1.96
C  8.88  -0.32  -2.24
H  9.77  0.27  -2.46
H  8.38  -0.54  -3.18
H  9.19  -1.25  -1.77
H  8.88  -0.32  1.93
H  8.64  -1.38  0.55
H  5.96  1.10  0.29
H  3.95  1.38  -0.75
H  1.97  -1.88  -0.79
H  0.26  -3.95  2.34
H  0.28  -3.39  -0.09
H  -2.02  -1.81  -2.55
H  -1.01  -3.10  -1.94
H  -3.18  -3.15  -0.88
O  -3.15  -1.26  -0.07
C  -3.89  -0.58  -1.02
H  -3.27  -0.15  -1.81
O  -4.80  -1.44  -1.70
C  -5.74  -2.07  -0.86
C  -6.65  -2.95  -1.72
O  -7.60  -3.52  -1.25
O  -6.33  -2.99  -3.00
H  -5.56  -2.43  -3.17
C  -6.61  -1.05  -0.10
O  -7.45  -1.67  0.84
H  -7.90  -2.41  0.40
C  -5.70  -0.06  0.65
O  -6.47  0.95  1.24
H  -7.18  0.52  1.72
C  -4.70  0.55  -0.35
H  -5.25  1.05  -1.15
O  -3.85  1.47  0.29
C  -4.34  2.80  0.28
C  -3.98  3.45  1.63
O  -4.78  4.61  1.75
H  -4.64  5.00  2.62
C  -2.48  3.76  1.70
O  -1.73  2.58  1.82
H  -2.12  1.91  1.24
C  -2.08  4.60  0.46
O  -2.62  5.89  0.54
H  -3.59  5.80  0.56
C  -2.51  3.89  -0.84
C  -1.59  2.74  -1.23
O  -1.97  1.74  -1.79
O  -0.33  2.98  -0.93
H  0.27  2.23  -1.14
O  -3.88  3.53  -0.83
H  -2.44  4.63  -1.65
H  -0.99  4.72  0.45
H  -2.26  4.36  2.59
H  -4.24  2.72  2.41
H  -5.43  2.82  0.19
H  -5.14  -0.61  1.42
H  -7.21  -0.47  -0.83
H  -5.25  -2.70  -0.10

* energy above the lowest of the compared OMol25 structures with the same formula, charge and spin: 6.9 kJ/mol
* multiplicity: 1

---

(4)
The following is a quantum chemistry calculation of 2 unconnected molecules or ions with the total composition FH3P2S2, from the OMol25 dataset.

Positions of all 8 atoms, in Å:
F  -0.62  -0.49  -1.76
P  -0.20  1.97  -0.05
P  -0.63  -0.24  -0.10
S  -2.32  -0.79  0.67
S  1.99  -1.79  0.24
H  1.16  2.00  0.44
H  -0.70  1.98  1.21
H  1.32  -2.65  -0.66

* energy above the lowest of the compared OMol25 structures with the same formula, charge and spin: 221.4 kJ/mol
* multiplicity: 1

---

(5)
The following is a quantum chemistry calculation of a molecular structure, C21H21BrKN4O5S, from the OMol25 dataset.

Positions of all 54 atoms, in Å:
K  -1.40  0.45  -0.77
C  4.29  -0.63  1.71
C  2.97  -1.38  1.75
N  2.45  -1.61  0.40
C  2.98  -1.01  -0.72
N  2.21  -0.78  -1.72
C  2.77  -0.24  -2.95
C  4.15  0.39  -2.79
C  5.01  -0.53  -1.94
N  4.34  -0.75  -0.68
C  5.08  -1.10  0.51
H  4.84  -0.78  2.64
H  4.10  0.44  1.59
H  2.24  -0.81  2.34
H  3.10  -2.34  2.24
H  1.44  -1.66  0.36
H  2.07  0.51  -3.33
H  2.81  -1.03  -3.71
H  4.06  1.35  -2.27
H  4.61  0.56  -3.76
H  5.99  -0.09  -1.73
H  5.18  -1.48  -2.47
H  6.06  -0.61  0.45
H  5.26  -2.19  0.58
Br  -9.45  0.06  -4.48
C  -7.67  0.11  -3.81
C  -7.47  0.35  -2.46
C  -6.17  0.36  -1.97
C  -5.08  0.17  -2.82
C  -5.32  -0.05  -4.17
C  -6.61  -0.09  -4.68
C  -3.67  0.15  -2.27
O  -2.77  0.68  -2.97
O  -3.52  -0.40  -1.15
H  -8.31  0.50  -1.80
H  -5.98  0.50  -0.92
H  -4.47  -0.17  -4.84
H  -6.79  -0.27  -5.73
O  -1.11  2.87  1.39
S  0.09  2.16  1.78
O  1.32  2.90  1.70
N  0.17  0.75  1.01
C  -0.13  -0.29  1.81
O  -0.25  -1.46  1.43
C  -0.27  0.12  3.26
C  -0.46  -0.70  4.35
C  -0.49  -0.12  5.61
C  -0.33  1.26  5.76
C  -0.15  2.08  4.65
C  -0.13  1.48  3.41
H  -0.58  -1.77  4.21
H  -0.63  -0.73  6.49
H  -0.35  1.70  6.75
H  -0.04  3.15  4.76

* energy above the lowest of the compared OMol25 structures with the same formula, charge and spin: 63.7 kJ/mol
* multiplicity: 1
* net charge: -1

---

(6)
The following is a quantum chemistry calculation of 2 unconnected molecules or ions with the total composition C5H7NO, from the OMol25 dataset.

Positions of all 14 atoms, in Å:
H  2.86  -1.72  0.38
N  1.89  -2.02  0.48
C  1.13  -1.04  0.33
O  1.63  0.27  0.09
C  0.57  1.10  0.02
C  -0.61  0.53  0.33
C  -1.34  -0.48  -0.48
C  -0.33  -0.91  0.56
H  0.83  2.13  -0.21
H  -1.07  -0.58  -1.53
H  -2.38  -0.73  -0.27
H  -0.72  -1.39  1.45
H  -1.08  2.60  -0.87
H  -1.38  2.26  -0.28

* SMILES string: [H]/N=C1\OC=C2C[C@H]21.[H][H]
* energy above the lowest of the compared OMol25 structures with the same formula, charge and spin: 463.3 kJ/mol
* multiplicity: 1

---

(7)
The following is a quantum chemistry calculation of 2 unconnected molecules or ions with the total composition C4H14NO3, from the OMol25 dataset.

Positions of all 22 atoms, in Å:
C  1.67  -0.10  0.82
O  2.33  0.89  -0.01
C  0.51  -0.53  -0.18
C  -0.58  -1.39  0.36
C  -1.73  -1.77  -0.77
O  -2.42  -0.56  -0.96
N  -0.06  0.74  -0.73
H  1.44  0.36  1.81
H  2.45  -0.84  1.05
H  3.28  0.73  -0.08
H  1.07  -0.94  -1.05
H  -1.15  -1.01  1.23
H  -0.13  -2.37  0.53
H  -2.20  -2.63  -0.24
H  -1.41  -1.99  -1.85
H  -3.36  -0.39  -0.79
H  0.59  1.45  -1.05
H  -0.84  0.58  -1.39
H  -0.57  1.23  0.02
H  -0.38  3.21  1.30
H  1.11  2.42  1.18
O  0.38  2.92  0.79

* energy above the lowest of the compared OMol25 structures with the same formula, charge and spin: 158.4 kJ/mol
* multiplicity: 1
* net charge: +1

---

(8)
The following is a quantum chemistry calculation of 5 unconnected molecules or ions with the total composition C2H13NO4, from the OMol25 dataset.

Positions of all 20 atoms, in Å:
C  -1.95  0.64  0.64
N  -0.76  0.26  0.56
C  -0.45  -1.14  0.75
H  -2.23  1.66  0.40
H  -2.77  -0.07  0.85
H  0.00  -1.26  1.74
H  -1.34  -1.78  0.77
H  0.18  -1.48  -0.06
O  1.01  -0.15  -2.21
H  0.52  0.62  -1.90
H  1.66  -0.32  -1.51
O  2.45  0.43  0.27
H  1.88  1.14  0.58
H  3.36  0.77  0.29
O  -1.44  -1.98  -2.33
H  -1.08  -2.27  -3.18
H  -0.76  -1.38  -2.00
O  0.88  2.33  2.26
H  0.68  1.40  2.39
H  0.16  2.60  1.67

* SMILES string: C=NC.O.O.O.O
* energy above the lowest of the compared OMol25 structures with the same formula, charge and spin: 98.8 kJ/mol
* multiplicity: 1

---

Number 1: strongest force on any atom 6.07 eV/A. Number 2: strongest force on any atom 0.32 eV/A. Number 3: strongest force on any atom 0.89 eV/A. Number 4: strongest force on any atom 2.42 eV/A. Number 5: strongest force on any atom 1.37 eV/A. Number 6: strongest force on any atom 0.57 eV/A. Number 7: strongest force on any atom 3.30 eV/A. Number 8: strongest force on any atom 1.01 eV/A.